Computed, not measured: C37H34BaN4OPSb as an isolated structure at a distorted geometry, with ωB97M-V/def2-TZVPD.

XYZ file:
```
79
Properties=species:S:1:pos:R:3:forces:R:3:mulliken_charge:R:1
Ba 0.5748 0.1169 0.9443 -3.811 -5.077 -2.514 1.689
C -1.2265 1.8876 -2.0148 -0.068 0.105 0.064 -1.278
C -0.5918 2.7585 -0.9721 -0.054 -0.084 -0.189 0.751
C -0.7731 4.1381 -0.9712 0.060 0.118 0.166 -0.844
C -0.1893 4.8925 0.0291 -0.062 -0.112 -0.110 -0.646
C 0.5752 4.2472 0.9942 0.112 -0.044 0.189 -0.699
C 0.7217 2.8685 0.9378 -0.034 1.142 -0.104 0.351
N 0.1420 2.1515 -0.0303 -0.467 2.806 -1.186 -0.105
Sb 2.1521 2.1768 2.4329 0.567 0.617 0.781 0.489
C 0.8871 0.7890 3.6022 0.097 0.344 1.016 0.698
C 1.0819 0.9789 4.9617 0.189 0.160 -0.139 -0.558
C 0.2789 0.2961 5.8685 -0.149 -0.134 -0.051 -0.641
C -0.6949 -0.5586 5.3880 0.177 0.134 0.099 -0.935
C -0.8343 -0.7192 4.0121 -0.110 -0.100 -0.002 0.432
C -1.8800 -1.6287 3.4353 0.105 0.154 0.172 -0.662
N -0.0541 -0.0505 3.1516 -0.778 -0.133 3.230 -0.396
C 3.2314 0.8253 1.0982 1.059 0.288 -0.010 0.653
C 4.6083 0.8870 1.2617 -0.106 0.090 0.201 -0.632
C 5.4280 0.2868 0.3146 -0.093 -0.066 -0.163 -0.642
C 4.8460 -0.3369 -0.7761 0.108 0.039 0.168 -0.660
C 3.4603 -0.3724 -0.8773 0.056 -0.061 -0.128 0.457
C 2.7559 -1.0247 -2.0287 0.004 0.131 0.114 -1.103
N 2.6835 0.1983 0.0554 3.250 0.139 -1.297 -0.276
H -1.3366 2.4250 -2.9542 0.066 -0.047 -0.048 0.566
H -2.2236 1.5952 -1.6777 0.077 -0.011 -0.072 0.190
H -0.6381 0.9841 -2.1782 -0.002 0.001 -0.066 0.097
H -1.3636 4.6077 -1.7458 -0.002 -0.032 -0.021 0.530
H -0.3131 5.9669 0.0573 -0.007 0.001 -0.001 0.457
H 1.0591 4.8157 1.7789 -0.024 0.054 -0.036 0.469
H 1.8448 1.6620 5.3148 -0.030 -0.010 0.050 0.482
H 0.4119 0.4422 6.9322 0.002 -0.017 0.002 0.445
H -1.3447 -1.0970 6.0644 -0.002 -0.027 -0.022 0.547
H -1.9367 -2.5550 4.0051 0.014 -0.054 -0.063 0.498
H -1.6692 -1.8493 2.3903 -0.050 -0.104 0.057 -0.325
H -2.8576 -1.1456 3.4954 -0.012 -0.024 -0.082 0.452
H 5.0358 1.4070 2.1100 0.048 -0.002 -0.035 0.472
H 6.5045 0.3263 0.4151 0.000 -0.015 0.023 0.445
H 5.4578 -0.7922 -1.5425 -0.028 -0.014 -0.011 0.478
H 3.4577 -1.5320 -2.6853 -0.039 -0.059 -0.008 0.437
H 2.2216 -0.2730 -2.6142 0.015 -0.003 -0.014 0.289
H 2.0221 -1.7453 -1.6638 0.026 -0.042 -0.082 -0.040
O -2.5683 1.0141 0.5978 0.364 0.247 -0.007 -0.187
N -3.2423 -0.1947 0.6665 -0.517 -0.318 0.274 -0.554
C -2.6152 -1.1057 0.0560 0.262 0.060 -0.216 0.231
C -3.0639 -2.5010 0.0364 0.044 -0.180 0.035 0.335
C -4.4154 -2.8178 0.1752 -0.068 0.186 -0.028 -0.811
C -4.8323 -4.1350 0.1802 0.036 -0.011 0.015 -0.704
C -3.8962 -5.1539 0.0572 0.068 -0.020 0.014 -0.705
C -2.5516 -4.8486 -0.0774 -0.114 0.093 -0.024 -0.717
C -2.1155 -3.5258 -0.0936 0.192 0.027 0.010 0.356
P -0.3190 -3.1191 -0.2479 0.056 -0.219 0.013 1.294
C 0.5144 -4.3165 0.8611 -0.073 0.064 -0.120 0.458
C 0.7421 -5.6616 0.5655 0.005 0.034 0.064 -0.239
C 1.3337 -6.4924 1.5047 0.001 -0.048 -0.039 -0.908
C 1.7306 -5.9922 2.7369 -0.010 0.014 -0.009 -0.597
C 1.5268 -4.6538 3.0348 0.014 0.044 0.118 -0.833
C 0.9216 -3.8258 2.1026 -0.077 0.002 -0.167 -0.311
C 0.0472 -3.6897 -1.9481 0.007 0.000 0.156 0.770
C -0.8848 -3.4684 -2.9620 0.047 -0.047 0.071 -0.819
C -0.6026 -3.8588 -4.2615 -0.021 0.017 -0.130 -0.615
C 0.6113 -4.4581 -4.5661 0.049 -0.011 0.007 -0.668
C 1.5560 -4.6500 -3.5688 0.042 0.038 0.054 -0.854
C 1.2808 -4.2590 -2.2664 -0.064 0.080 -0.015 -0.498
H -3.1649 1.6287 1.0342 -0.102 0.129 0.108 0.315
H -1.6721 -0.8592 -0.4414 -0.241 -0.055 -0.108 0.243
H -5.1338 -2.0134 0.2633 -0.013 -0.009 0.004 0.528
H -5.8835 -4.3705 0.2758 0.001 0.014 0.008 0.427
H -4.2094 -6.1895 0.0681 -0.021 0.016 -0.018 0.467
H -1.8407 -5.6530 -0.1687 0.131 -0.102 -0.012 0.399
H 0.4837 -6.0665 -0.4032 -0.106 0.010 -0.032 0.497
H 1.4828 -7.5389 1.2727 0.046 0.021 -0.014 0.443
H 2.2054 -6.6429 3.4587 -0.019 -0.004 0.008 0.418
H 1.8402 -4.2601 3.9935 -0.005 0.011 -0.011 0.493
H 0.7440 -2.7786 2.3328 0.058 -0.013 0.114 0.118
H -1.8393 -3.0087 -2.7323 -0.035 -0.064 -0.022 0.385
H -1.3331 -3.7058 -5.0454 -0.022 0.020 0.038 0.457
H 0.8243 -4.7759 -5.5779 -0.027 0.011 -0.005 0.433
H 2.5086 -5.1094 -3.7993 -0.014 -0.004 -0.017 0.457
H 2.0261 -4.3982 -1.4934 0.023 -0.088 0.005 0.563
```
Positions in Å, forces in eV/Å.

Output
relative energy (zero: lowest compared OMol25 entry of this formula, charge and spin) = 71.7 kcal/mol
HOMO = -13.02 eV
electronic energy = -63433.866 eV
net charge = +2